[1]
Density functional theory data (ωB97M-V/def2-TZVPD) for a molecular structure, C43H25Cl68N3O3S in a non-equilibrium geometry.

Geometry as ORCA input:
```
! wB97M-V def2-TZVPD RIJCOSX def2/J DEFGRID3
* xyz 0 1
C -3.27 1.90 2.95
C -3.93 0.49 3.18
O -4.96 0.47 3.83
O -3.36 -0.69 2.68
C -4.26 -1.35 1.72
C -3.40 -1.59 0.42
C -2.93 -0.43 -0.36
C -2.06 -0.55 -1.61
C -1.62 0.75 -2.37
C -1.58 2.05 -1.47
C -0.28 2.21 -0.60
O -0.29 3.10 0.24
N 0.93 1.40 -0.75
C 1.22 0.68 0.48
C 2.00 1.24 1.62
C 2.21 0.38 2.81
C 1.68 -1.00 2.93
C 0.91 -1.55 1.79
C 0.72 -0.70 0.61
C -1.67 -1.91 -2.07
C -0.75 -1.99 -3.33
C 0.08 -3.32 -3.48
C 1.30 -3.41 -2.48
C 2.60 -2.75 -2.83
C 3.79 -2.84 -1.95
C 3.76 -3.63 -0.60
C 2.44 -4.25 -0.30
C 1.27 -4.14 -1.21
C -2.20 -3.05 -1.27
N -1.99 -4.39 -1.54
S -2.74 -5.37 -0.44
N -3.44 -4.19 0.55
C -3.07 -2.99 -0.01
H -2.19 1.93 3.27
H -3.79 2.71 3.53
H -3.26 2.15 1.85
H -4.62 -2.30 2.19
H -5.10 -0.62 1.50
H -3.27 0.56 0.05
H -0.66 0.66 -2.93
H -2.42 0.94 -3.16
H -1.58 2.93 -2.19
H -2.50 2.20 -0.83
H 1.67 2.06 -1.01
H 2.40 2.28 1.53
H 2.81 0.82 3.65
H 1.83 -1.66 3.80
H 0.45 -2.58 1.77
H 0.16 -1.12 -0.27
H 0.00 -1.14 -3.31
H -1.36 -1.83 -4.28
H 0.57 -3.27 -4.51
H -0.52 -4.27 -3.49
H 2.75 -2.18 -3.78
H 4.76 -2.37 -2.23
H 4.62 -3.75 0.07
H 2.34 -4.83 0.66
H 0.35 -4.68 -0.87
C -1.41 5.47 4.45
Cl -2.17 4.44 5.68
Cl -2.51 6.79 4.02
Cl 0.10 6.14 5.08
Cl -1.07 4.49 3.01
C 7.86 -3.29 -1.39
Cl 8.15 -3.59 -3.12
Cl 8.56 -1.72 -0.94
Cl 6.11 -3.28 -1.08
Cl 8.63 -4.57 -0.44
C -5.60 3.19 8.20
Cl -6.35 2.15 9.42
Cl -6.71 4.51 7.78
Cl -4.09 3.87 8.85
Cl -5.24 2.23 6.75
C -6.62 -2.27 -2.16
Cl -7.34 -3.32 -0.92
Cl -7.77 -0.99 -2.59
Cl -5.13 -1.54 -1.52
Cl -6.23 -3.23 -3.60
C 6.59 -7.97 0.50
Cl 5.90 -9.06 1.72
Cl 5.40 -6.71 0.10
Cl 8.06 -7.21 1.14
Cl 6.99 -8.89 -0.96
C 1.40 -4.76 -7.57
Cl 2.54 -4.53 -8.91
Cl -0.06 -3.79 -7.86
Cl 0.96 -6.48 -7.46
Cl 2.16 -4.25 -6.05
C -2.78 11.05 4.54
Cl -3.14 12.60 3.77
Cl -1.38 10.30 3.74
Cl -2.40 11.32 6.25
Cl -4.18 9.98 4.41
C -6.00 -3.19 5.37
Cl -7.55 -2.60 4.73
Cl -6.31 -4.44 6.60
Cl -5.04 -3.87 4.05
Cl -5.11 -1.85 6.10
C -11.12 -4.32 6.02
Cl -11.77 -5.59 4.96
Cl -9.41 -4.67 6.38
Cl -11.24 -2.75 5.21
Cl -12.04 -4.28 7.54
C -3.05 11.59 -0.02
Cl -1.84 12.72 0.63
Cl -4.63 11.90 0.74
Cl -3.19 11.81 -1.77
Cl -2.55 9.92 0.33
C 11.70 -5.82 -4.72
Cl 11.10 -7.10 -5.79
Cl 13.42 -6.08 -4.39
Cl 11.47 -4.24 -5.50
Cl 10.79 -5.86 -3.19
C -3.12 13.10 10.18
Cl -3.06 11.50 10.94
Cl -4.16 13.03 8.74
Cl -3.79 14.27 11.33
Cl -1.49 13.59 9.71
C -1.27 14.94 -3.73
Cl -0.38 16.37 -4.27
Cl -0.91 13.57 -4.81
Cl -0.80 14.53 -2.08
Cl -3.01 15.28 -3.78
C 7.79 -11.18 -4.35
Cl 8.11 -11.46 -6.08
Cl 8.47 -9.62 -3.87
Cl 6.04 -11.18 -4.07
Cl 8.54 -12.47 -3.40
C 12.82 -2.06 -8.46
Cl 13.70 -3.07 -7.30
Cl 13.38 -0.38 -8.33
Cl 13.10 -2.66 -10.10
Cl 11.08 -2.13 -8.10
C 0.70 -0.43 6.97
Cl 1.05 -0.74 5.25
Cl 1.41 1.12 7.45
Cl -1.06 -0.38 7.21
Cl 1.39 -1.73 7.96
C -1.90 -2.27 -11.47
Cl -2.23 -2.03 -9.74
Cl -0.58 -1.20 -11.97
Cl -1.43 -3.96 -11.75
Cl -3.36 -1.90 -12.40
*
```

Computed properties:
LUMO = -1.3 eV
HOMO = -8.70 eV
orbital gap = 7.38 eV


[2]
Density functional theory data (ωB97M-V/def2-TZVPD) for a molecular structure, C43H29F9N5O5PSc in a non-equilibrium geometry.

Geometry as ORCA input:
```
! wB97M-V def2-TZVPD RIJCOSX def2/J DEFGRID3
* xyz 1 1
Sc 1.51 0.97 0.91
O 1.56 3.08 4.67
C 1.21 2.33 3.66
O 1.58 2.52 2.52
C 0.31 1.17 4.06
O 0.04 0.37 2.92
C -1.34 0.10 2.66
C -1.16 1.18 0.32
O -2.42 1.56 -0.29
O -0.04 1.88 0.23
H 2.14 3.82 4.42
H 0.83 0.57 4.82
H -0.61 1.57 4.51
H -1.37 -0.89 2.19
H -1.92 0.05 3.59
C 3.07 3.80 -1.96
C 3.23 3.10 -3.15
C 3.15 1.73 -3.11
C 2.89 1.07 -1.89
N 2.68 1.77 -0.75
C 2.78 3.11 -0.81
N 2.88 -0.28 -1.97
C 2.62 -1.10 -1.00
N 2.32 -0.79 0.30
C 2.17 -1.96 1.00
N 2.10 -2.08 2.29
C 2.53 -1.11 3.13
C 2.75 -1.52 4.47
C 3.48 -0.72 5.32
C 3.98 0.49 4.83
C 3.64 0.87 3.55
N 2.90 0.13 2.71
C 2.29 -3.10 0.09
C 2.26 -4.46 0.30
C 2.58 -5.28 -0.78
C 2.92 -4.75 -2.01
C 2.93 -3.38 -2.23
C 2.63 -2.56 -1.16
H 3.17 4.88 -1.94
H 3.43 3.61 -4.08
H 3.26 1.12 -4.00
H 2.64 3.64 0.13
H 2.40 -2.49 4.76
H 3.70 -1.04 6.32
H 4.61 1.11 5.44
H 4.00 1.81 3.15
H 2.01 -4.87 1.27
H 2.60 -6.35 -0.64
H 3.19 -5.41 -2.82
H 3.20 -2.95 -3.18
F -6.20 -4.27 -1.27
C -5.01 -4.48 -1.86
F -4.58 -5.68 -1.45
F -5.23 -4.58 -3.18
C -4.01 -3.40 -1.52
C -3.43 -3.42 -0.26
C -2.44 -2.51 0.05
C -2.04 -1.55 -0.89
C -2.67 -1.51 -2.13
C -3.64 -2.44 -2.45
P -0.59 -0.50 -0.46
C -1.88 1.15 1.70
C -1.84 2.54 2.28
C -2.91 3.32 2.42
C -4.23 2.85 2.02
C -4.36 1.77 1.26
C -3.14 1.01 0.83
C -5.45 3.58 2.54
F -6.53 3.35 1.79
F -5.29 4.90 2.61
F -5.74 3.16 3.79
C -0.27 0.16 -2.15
C -0.57 1.45 -2.56
C -0.32 1.84 -3.86
C 0.25 0.95 -4.76
C 0.55 -0.35 -4.37
C 0.28 -0.74 -3.07
C 0.57 1.43 -6.15
F 1.84 1.89 -6.23
F 0.47 0.47 -7.07
F -0.21 2.44 -6.54
H -3.74 -4.16 0.46
H -1.95 -2.56 1.01
H -2.38 -0.77 -2.86
H -4.09 -2.43 -3.43
H -0.87 2.93 2.52
H -2.83 4.32 2.83
H -5.32 1.39 0.95
H -3.40 -0.03 0.61
H -1.03 2.15 -1.89
H -0.58 2.84 -4.18
H 0.98 -1.04 -5.07
H 0.48 -1.76 -2.78
*
```

Computed properties:
LUMO = -3.7 eV
HOMO = -10.62 eV
energy above the lowest of the compared OMol25 structures with the same formula, charge and spin = 0.0 kcal per mole
orbital gap = 6.96 eV